No. 1
The following is a DFT calculation (ωB97M-V with the def2-TZVPD basis set) of a molecular structure, C30H18Cl5N5O6Sc.

Last column: natural (NBO) charge in e.
Atoms and positions in Å:
C -0.90042 2.82075 -3.74731  -0.114
H -2.35870 3.53408 3.41278  0.234
Cl -1.48460 -5.85670 1.01404  0.081
C -3.69897 -2.60730 0.31500  -0.131
C -2.20039 2.46634 3.41110  -0.224
N -0.97520 0.56619 2.58561  -0.529
O -1.30698 5.39649 -4.42133  -0.362
C -0.17139 2.72726 1.96388  0.209
C -3.30318 -3.93126 0.50268  -0.080
C 1.56298 2.64815 0.42741  0.282
H -0.36173 -1.89503 3.08598  0.238
C -1.02277 -3.19600 0.76251  0.048
C -1.31453 -1.66935 3.55688  -0.659
C 1.93304 -1.75046 -1.55875  -0.654
C -1.18280 1.90269 2.67260  0.171
H 3.68981 3.24797 -1.19549  0.232
H 4.83681 1.67005 -2.72432  0.241
H -3.28184 -0.39844 4.81436  0.239
H -0.05948 -0.43284 -4.26252  0.263
Cl -3.17321 0.06550 0.15059  0.060
O -0.84284 5.03971 -6.49500  -0.343
O -0.60244 -0.24605 -1.82181  -0.738
C -0.73241 3.26010 -5.04508  0.016
N 0.38084 0.18791 -6.80702  0.532
C 3.99278 1.34313 -2.13258  -0.116
C 1.86260 3.98558 0.64284  -0.227
C -0.08713 1.10826 -5.74574  0.000
Cl -4.47314 -5.18261 0.46923  0.089
H -0.53191 4.60953 2.94677  0.238
C -0.78276 0.98905 -2.07396  0.795
C -1.36277 -1.86882 0.55034  -0.601
C -1.95596 -4.23098 0.73676  -0.131
H 2.67407 4.47102 0.12431  0.234
H 2.75740 -2.45323 -1.67160  0.245
C -0.65496 1.48165 -3.46789  -0.189
C -0.24791 0.61008 -4.46869  -0.070
C 0.05809 4.07089 2.22130  -0.210
C 3.54247 0.04452 -2.20906  -0.230
H 1.28122 -1.84279 -2.42730  0.258
C 3.35219 2.22688 -1.27599  -0.222
C -3.01678 1.62399 4.15648  -0.114
O 0.67546 -0.93601 -6.46469  -0.364
H 1.30168 5.74337 1.72989  0.242
C -2.70849 -1.63455 0.34546  0.050
C -1.68348 -0.22888 3.40246  0.298
C 1.09033 4.69897 1.54570  -0.119
H -1.23555 -1.89075 4.62217  0.244
C 2.44716 -0.35437 -1.44488  0.292
N 0.57031 2.05383 1.08718  -0.527
H -1.21160 3.50522 -2.97208  0.274
H -3.83799 2.02431 4.73497  0.240
Cl -5.34376 -2.20076 0.06186  0.079
Cl 0.61970 -3.58203 1.20444  0.020
N -0.97708 4.68877 -5.34709  0.533
H 1.36226 -2.04802 -0.68195  0.231
O 0.44634 0.62736 -7.92978  -0.341
C -2.72284 0.28042 4.18536  -0.230
Sc -0.34861 0.13109 0.24817  1.767
H -2.07898 -2.32645 3.14178  0.243
C -0.32789 2.42876 -6.07304  -0.135
C 2.28505 1.77171 -0.52697  0.160
O -0.98163 1.78338 -1.11481  -0.713
H -0.19925 2.79469 -7.08073  0.294
H 4.01992 -0.67776 -2.85606  0.242
N 1.83224 0.50167 -0.61307  -0.540

Forces on the atoms, in the same order (eV/Å):
0.04 -0.03 -0.05
0.00 0.01 0.00
0.01 0.00 -0.01
0.08 -0.01 0.02
0.01 -0.05 0.00
-0.12 0.02 0.16
0.02 0.09 0.10
-0.03 -0.01 -0.01
0.01 -0.02 0.01
0.00 0.08 0.02
-0.04 0.02 0.02
-0.06 -0.03 0.04
0.07 -0.03 -0.01
-0.04 -0.07 0.05
0.05 0.03 -0.07
0.01 0.01 0.00
0.01 0.01 -0.01
-0.01 -0.01 0.01
0.00 0.00 0.01
0.12 -0.16 0.02
0.06 0.05 -0.09
-0.12 0.08 -0.20
0.04 0.02 0.00
-0.01 0.08 0.07
0.01 -0.02 0.00
-0.04 -0.04 0.00
0.00 -0.02 -0.04
0.01 0.01 -0.01
-0.01 0.00 0.01
0.09 -0.22 0.04
0.04 0.04 -0.03
-0.04 0.03 0.00
0.01 0.00 -0.01
0.01 0.01 -0.01
-0.12 0.07 0.04
-0.02 0.05 -0.02
0.01 -0.03 -0.02
-0.02 -0.01 0.00
0.00 0.00 -0.02
-0.05 -0.02 0.04
0.03 -0.01 -0.02
0.03 -0.13 0.02
0.00 0.01 0.00
0.00 0.02 -0.01
-0.06 0.03 0.01
0.00 -0.02 0.00
0.00 -0.01 0.01
0.02 0.06 0.04
-0.03 -0.15 0.05
0.00 0.00 0.00
-0.01 0.00 0.01
-0.02 0.01 0.00
0.04 0.03 -0.04
-0.14 -0.12 -0.01
-0.01 0.01 -0.02
0.00 0.04 -0.11
0.00 0.02 -0.03
0.03 0.47 -0.05
-0.02 0.00 0.01
0.00 -0.03 0.09
0.06 0.01 -0.02
0.15 -0.07 0.05
0.00 0.00 0.00
0.01 0.00 -0.01
-0.04 -0.09 -0.02

For the energy relative to the best compared isomer or geometry (same formula, charge and spin), the calculation gives 64.1 kJ/mol. As for the total charge: +1.

=====

No. 2
The following is a DFT calculation (ωB97M-V with the def2-TZVPD basis set) of a molecular structure, C30H18Cl5N8PdS.

Last column: natural (NBO) charge in e.
Atoms and positions in Å:
H -0.16202 2.47786 5.25283  0.400
C -0.40690 0.19488 3.90499  -0.239
H -1.42979 3.09907 6.25696  0.420
H -3.02461 1.52533 2.26153  0.251
Cl 5.72804 4.70498 2.39839  0.088
H 1.19907 -4.29328 -0.14485  0.216
C -4.27881 -4.95959 -2.64274  0.055
H 3.86441 -0.49474 1.19468  0.238
H -2.59912 -0.47376 -3.23922  0.243
Pd 1.50289 0.69761 -0.57318  0.798
H -2.78964 -2.29537 -4.89327  0.223
C 4.61681 3.67007 1.60359  -0.081
C 3.57054 -2.64393 1.30372  0.021
H -2.41514 1.77181 -3.52260  0.216
C 0.41503 3.35943 -1.64179  0.051
C -4.17026 -3.92257 -4.66341  0.055
C 0.05533 -0.59046 2.86057  0.041
C 1.45328 -2.16042 -0.26028  0.129
H -0.40604 5.18742 -2.42378  0.228
N -0.49388 -0.61859 1.64764  -0.468
Cl 2.73466 4.67518 3.26197  0.072
H -2.04070 0.09855 0.48958  0.182
C -3.30084 -4.13589 -2.10434  -0.244
H -0.62240 -3.78611 -1.38142  0.243
C -1.52332 0.99339 3.69781  -0.051
Cl 6.69318 2.86439 0.08026  0.084
N -1.49399 3.54651 -3.04102  -0.324
N -4.70778 -4.86494 -3.89667  -0.380
C -0.79346 -0.03431 -2.14309  0.268
H 0.09357 0.15271 4.86348  0.232
H -4.52909 -3.87099 -5.68459  0.208
N 0.30872 2.04077 -1.58321  -0.398
C 5.04934 2.84054 0.56667  -0.090
C -1.59615 2.22194 -2.97604  0.041
S -3.68054 2.04162 5.01054  -0.086
H 4.42888 -2.82919 1.93656  0.226
C 3.27672 3.65702 1.99055  -0.090
C -2.13321 0.94349 2.45074  -0.214
C 2.79293 1.95242 0.31673  -0.268
N 2.21567 -1.11063 0.12970  -0.395
Cl 0.71362 2.79764 1.80033  0.013
C -3.19862 -3.03727 -4.21980  -0.245
C -2.06960 1.87623 4.77167  0.072
C -0.70829 1.44396 -2.25512  0.109
N -1.13304 2.48381 5.51721  -0.754
H -4.73924 -5.72871 -2.03389  0.209
C -1.58155 0.13829 1.47349  0.030
N 2.83714 -3.67999 0.93573  -0.323
Cl 4.66862 0.97975 -1.36324  0.025
C 2.39065 2.80283 1.33674  -0.090
C -1.70875 -2.23057 -2.38266  0.055
C -0.66703 -2.72843 -1.59770  -0.221
C 3.26594 -1.34575 0.90055  0.045
H 1.22960 3.81444 -1.09588  0.239
C -0.49849 4.10999 -2.37934  0.028
H 0.92083 -1.22825 3.01281  0.190
H -2.99883 -4.25172 -1.07150  0.224
N 0.19510 -0.55595 -1.42162  -0.483
C 1.78823 -3.43612 0.15508  0.033
C 4.13011 2.00008 -0.05963  -0.088
C 0.28733 -1.84724 -1.12033  0.303
C -1.77567 -0.86209 -2.65707  -0.227
C -2.74946 -3.14713 -2.90981  -0.047

Forces on the atoms, in the same order (eV/Å):
-0.01 0.00 -0.01
0.04 -0.05 -0.01
-0.01 0.00 -0.01
0.00 0.00 0.00
0.00 0.00 -0.01
-0.01 0.01 -0.01
0.02 0.00 0.03
0.00 0.00 0.00
0.00 0.02 0.01
0.00 -0.02 0.03
0.01 -0.01 -0.02
-0.01 -0.01 0.00
0.00 0.06 -0.01
0.00 -0.01 0.01
-0.02 0.00 -0.02
0.02 0.02 -0.02
0.09 -0.03 -0.07
0.04 0.01 0.04
-0.02 0.00 -0.02
-0.17 0.04 0.17
0.00 0.01 0.01
0.00 -0.01 0.00
0.02 -0.01 -0.03
0.03 0.00 0.00
-0.03 0.01 0.01
-0.01 -0.01 -0.01
-0.01 0.01 0.00
-0.02 -0.02 -0.01
-0.01 -0.04 -0.01
-0.03 0.03 0.02
-0.01 0.00 0.00
-0.01 -0.01 -0.03
-0.01 0.02 0.03
0.00 0.01 -0.02
-0.03 0.00 0.00
0.00 -0.03 0.00
0.00 -0.04 -0.03
-0.02 0.00 0.01
0.00 -0.05 -0.14
-0.01 0.02 -0.03
0.02 0.01 0.01
-0.03 0.02 0.03
0.03 0.00 0.00
0.03 0.04 0.01
0.02 -0.01 0.01
0.00 0.00 0.00
0.06 -0.04 -0.11
0.01 -0.01 0.01
-0.07 0.01 0.07
0.04 0.03 0.03
-0.06 -0.05 -0.03
-0.02 0.02 0.00
0.00 -0.02 0.00
0.00 0.00 -0.01
0.05 -0.02 0.03
0.00 0.00 -0.01
-0.02 0.00 0.01
0.03 0.07 0.05
0.01 -0.02 0.01
0.04 0.03 0.03
-0.06 -0.01 -0.03
0.02 -0.03 -0.02
0.07 0.05 0.04

As for the total charge: +1.

=====

No. 3
The following is a DFT calculation (ωB97M-V with the def2-TZVPD basis set) of a molecular structure, C30H19Br4N2O4S3Se2Te3Y.

Last column: natural (NBO) charge in e.
Atoms and positions in Å:
C 1.39835 2.58635 -3.92819  -0.303
C -4.81604 -1.97213 -0.07036  -0.239
Y 0.68660 0.99466 1.28429  1.092
C -0.94961 -4.92302 0.79504  -0.233
C -4.11941 -2.15991 2.61174  -0.229
C -0.94361 -6.31172 0.71263  -0.210
C 0.59978 3.00036 -2.90767  0.094
H 5.71990 -1.05267 -1.91359  0.212
C -5.45920 -2.11191 2.24184  -0.211
H 2.24682 0.84820 -4.87563  0.215
O 4.29309 4.45076 -4.32267  -0.971
S 4.87768 4.33712 -3.00356  2.292
O -1.22137 0.65706 2.33043  -0.873
H -6.85357 -1.96588 0.61218  0.199
C -1.02305 -7.08130 1.86891  -0.234
Te 3.20768 -0.53471 3.29968  0.086
H 7.24794 -0.03487 -3.57317  0.202
C 0.16219 0.76392 -2.18935  0.108
Te -1.06567 -2.14677 2.18535  0.712
C 6.49338 0.57699 -3.08906  -0.216
Se 0.99716 2.82138 3.19093  -0.553
C 4.57496 2.10924 -1.82241  -0.052
O -0.77463 2.45422 0.40113  -0.870
C -1.12057 -5.06508 3.18757  -0.171
S 2.62055 2.77242 0.04881  -0.176
H -0.51498 2.42758 -1.25811  0.489
C -1.04382 -4.28391 2.03273  -0.286
H -1.17422 -7.04835 4.01386  0.199
C -2.06892 1.65194 2.19976  0.275
C 3.61980 3.13244 -1.26970  0.120
C 5.63758 0.00527 -2.14650  -0.231
C -5.80947 -2.01675 0.90033  -0.224
H -3.84899 -2.22832 3.65692  0.221
Br -3.22073 0.72591 4.57311  0.053
H -1.19157 -4.57544 4.15412  0.208
Te 1.08287 0.65842 4.46914  0.163
C -3.13350 1.87007 3.06853  -0.172
Br -2.44386 4.76855 -0.50608  0.036
C -3.89523 3.77418 1.79847  -0.152
H -6.22828 -2.13472 3.00804  0.202
H -0.87852 -4.32724 -0.10969  0.224
C -1.84809 2.58904 1.14044  0.363
C 6.38790 1.92543 -3.41789  -0.205
C -4.06129 2.91376 2.87467  -0.166
H 1.14837 -0.75524 -3.31875  0.231
O 5.92677 5.27006 -2.69059  -0.949
C 4.67314 0.76908 -1.49304  -0.129
H 7.04929 2.38494 -4.14522  0.218
H -0.87109 -6.79426 -0.25603  0.200
C 1.59836 1.20564 -4.08181  -0.131
H 4.01041 0.33578 -0.74648  0.255
H -2.70392 -1.95413 -0.45895  0.223
C 0.99546 0.30982 -3.23693  -0.268
H -1.01048 -8.16290 1.80480  0.197
Se 2.43661 -1.08186 0.96547  -0.638
C -3.12065 -2.10359 1.64406  -0.275
N 3.72066 4.32177 -1.84868  -0.788
Br -5.14272 5.15972 1.45404  0.043
H -5.08093 -1.89244 -1.11951  0.204
N -0.00844 2.10629 -2.10456  -0.507
H 0.42999 4.04402 -2.67770  0.234
C 5.41109 2.66038 -2.77366  -0.333
C -2.78123 3.60733 0.95429  -0.208
H 1.91398 3.30848 -4.54097  0.252
S -0.63589 -0.23552 -1.06315  -0.247
C -1.11128 -6.45556 3.10762  -0.246
Br -5.51849 3.12389 4.06972  0.044
C -3.47502 -2.01227 0.29898  -0.163

Forces on the atoms, in the same order (eV/Å):
0.17 -0.01 -0.08
0.04 -0.02 0.05
-0.49 -0.17 -0.88
-0.01 -0.02 0.07
-0.06 0.00 -0.10
-0.01 0.04 0.10
-0.12 0.08 0.16
0.02 0.12 -0.01
0.02 -0.02 0.00
-0.01 0.01 0.08
-0.05 0.02 0.08
-0.10 -0.17 -0.11
-0.60 0.17 -0.31
0.03 0.00 0.01
0.00 0.14 0.02
0.48 0.00 0.14
-0.05 0.03 0.03
-0.16 0.14 -0.15
-0.36 -0.39 0.21
-0.03 0.00 0.03
0.47 0.89 1.21
-0.03 0.02 -0.01
-0.17 0.21 0.17
0.00 -0.02 -0.13
0.12 0.65 -0.26
-0.16 0.15 0.12
0.07 -0.05 -0.03
0.01 0.01 -0.03
-0.06 -0.10 0.04
0.10 0.23 -0.22
-0.05 0.01 0.02
0.08 0.00 0.01
0.00 0.03 0.00
-0.01 0.01 0.00
0.01 -0.05 -0.08
0.13 -0.02 0.03
-0.17 0.17 -0.02
-0.04 0.02 0.01
0.15 -0.17 0.04
0.05 0.00 -0.07
0.01 -0.02 0.07
-0.34 0.27 -0.10
0.02 0.05 0.00
0.22 -0.06 -0.16
0.04 -0.03 -0.02
0.07 0.03 0.09
0.05 -0.16 0.02
-0.09 -0.05 0.03
0.00 0.02 0.03
-0.03 -0.09 -0.04
0.09 0.06 -0.06
-0.02 0.01 0.00
-0.02 0.06 0.02
-0.01 0.00 0.00
0.38 -0.93 0.03
0.02 0.04 -0.04
-0.09 -0.53 0.25
0.05 -0.05 0.02
0.01 0.01 0.06
0.23 0.05 -0.18
0.00 -0.08 0.07
-0.08 -0.04 -0.04
-0.04 -0.10 0.06
0.04 0.03 -0.02
0.29 -0.51 -0.19
0.01 0.08 -0.10
0.07 -0.02 -0.06
-0.11 0.03 0.10

For the energy relative to the best compared isomer or geometry (same formula, charge and spin), the calculation gives 100.6 kJ/mol. As for the total charge: -2.

=====

no.,E (eV),frontier orbital gap (eV),strongest force on any atom (eV Å⁻¹)
1,-134444.970,7.5,0.476
2,-120245.808,6.2,0.244
3,-508888.194,6.1,1.577